(1)
65
Properties=species:S:1:pos:R:3 method="wB97M-V/def2-TZVPD" e_tot_ha=-1640.159860 homo_ev=-6.62 max_force_ev_per_a=17.2 gap_ev=5.3308 total_charge=0
C 0.43497 -3.28762 2.28947
C -0.52399 -3.10673 1.14829
C -2.11911 -3.16034 1.43240
C -2.88885 -1.73755 1.32942
C -2.45762 -0.35488 1.51318
C -0.95875 0.14088 1.88654
B -0.09383 0.50368 0.53203
O 0.21426 -0.41959 -0.55682
O 0.42193 1.90529 0.38052
C -3.82180 0.54347 1.29537
O -3.98911 1.81348 1.48325
O -4.89763 -0.35188 0.88652
C -4.47783 -1.74525 0.99394
O -5.21780 -2.82105 0.84394
H 0.78479 -2.41900 2.97232
H 0.90559 -4.34897 2.49500
H -0.08359 -2.90047 0.09690
H -2.38487 -3.70161 2.44447
H -2.58118 -3.84447 0.58714
H -1.03149 1.12921 2.50205
H -0.45551 -0.64428 2.57829
H 1.10065 -0.87179 -0.39370
H 0.77455 2.11481 1.30218
C 4.38273 1.04407 -0.74372
C 2.95851 1.17659 -0.40181
N 1.82601 1.28199 -0.12965
H 4.81087 0.12203 -0.33861
H 4.53755 1.02404 -1.82674
H 4.97277 1.87683 -0.34786
C -1.03852 3.27793 -2.40090
C 0.00758 3.74760 -3.31959
N 0.83175 4.11745 -4.04245
H -1.62596 2.46528 -2.83893
H -0.61461 2.90240 -1.46437
H -1.73761 4.07862 -2.14144
C -6.22243 -3.32084 -2.53701
C -5.60564 -2.99700 -3.83094
N -5.12015 -2.74210 -4.84924
H -6.05346 -4.36559 -2.25937
H -5.81755 -2.70231 -1.73048
H -7.30471 -3.16174 -2.55460
C 0.88890 -7.17974 5.00737
C 1.50591 -6.86291 3.71198
N 1.99140 -6.61349 2.69228
H 1.05373 -8.22434 5.28811
H 1.29737 -6.56009 5.81125
H -0.19270 -7.01595 4.98988
C 3.91870 -1.61154 4.11882
C 2.74237 -0.82393 3.72610
N 1.81614 -0.20420 3.41697
H 4.85060 -1.11733 3.82809
H 3.95801 -1.76580 5.20127
H 3.91671 -2.60045 3.65044
C 4.11603 5.33292 -1.42965
C 5.08668 4.49117 -0.71639
N 5.85061 3.82820 -0.15484
H 4.54627 5.76277 -2.33918
H 3.23051 4.76357 -1.72814
H 3.77174 6.16580 -0.80935
C -0.67278 6.21697 -5.91273
C -0.75071 7.57879 -6.45969
N -0.81208 8.65058 -6.89009
H 0.34117 5.97121 -5.58397
H -1.33239 6.09038 -5.04912
H -0.96304 5.46684 -6.65440

***

(2)
68
Properties=species:S:1:pos:R:3 method="wB97M-V/def2-TZVPD" e_tot_ha=-27006.655920 homo_ev=-10.02 max_force_ev_per_a=4.1 gap_ev=9.0140 de_lowest_kcal_mol=56.7 smiles="O=[N+]([O-])c1ccccc1.O=[N+]([O-])c1ccccc1.BrCCBr.BrCCBr.BrCCBr.BrCCBr.BrCCBr" total_charge=0
O -2.70675 -1.58810 -1.07720
N -2.53747 -1.03846 0.00462
O -3.45126 -0.96956 0.91774
C -1.25979 -0.43611 0.20855
C -0.24853 -0.39470 -0.80625
C 0.88511 0.25003 -0.57822
C 1.21789 0.78851 0.71176
C 0.29274 0.76572 1.74468
C -0.95473 0.17509 1.49244
H -0.46945 -0.76143 -1.79777
H 1.57738 0.31359 -1.40474
H 2.21320 1.18645 0.84368
H 0.47316 1.18992 2.72136
H -1.70206 0.22422 2.27057
O -4.15247 6.32034 -0.38950
N -4.32041 5.47916 0.48534
O -3.36029 5.11465 1.19456
C -5.64925 4.97185 0.70013
C -5.75337 3.69957 1.32222
C -6.96522 3.16739 1.66564
C -8.10259 3.93503 1.46495
C -8.06058 5.19566 0.83289
C -6.79791 5.74502 0.53546
H -4.88983 3.08472 1.52881
H -6.87809 2.22925 2.19355
H -9.06385 3.48877 1.67281
H -9.04538 5.63607 0.78174
H -6.70527 6.73944 0.12443
Br 6.14065 -1.84275 -2.27551
C 8.03355 -1.67875 -2.87319
C 8.13481 -2.72771 -4.02278
Br 9.89104 -2.59528 -4.96547
H 8.66975 -1.86247 -2.00741
H 8.21392 -0.61891 -3.05297
H 7.29248 -2.65173 -4.71039
H 8.06405 -3.76106 -3.68327
Br 5.04558 -2.79879 -8.74523
C 3.62473 -1.93631 -7.61603
C 2.39885 -2.87359 -7.56660
Br 1.35106 -2.15251 -6.01487
H 3.50352 -0.90515 -7.94787
H 4.11014 -1.86597 -6.64262
H 2.72099 -3.88434 -7.31614
H 1.77148 -2.78440 -8.45348
Br 2.04060 6.91815 -1.73800
C 1.88195 5.72812 -0.24222
C 3.12481 6.16353 0.64639
Br 3.25626 5.18289 2.39822
H 1.78967 4.68928 -0.55908
H 0.97221 6.02221 0.28121
H 3.03938 7.22786 0.86545
H 4.03391 6.00162 0.06723
Br 2.67958 -5.38915 -1.63851
C 1.63759 -4.63769 -0.04921
C 1.32489 -5.78020 0.90696
Br 0.19676 -5.06605 2.43613
H 0.67794 -4.22158 -0.35578
H 2.12565 -3.79268 0.43644
H 2.18184 -6.32190 1.30736
H 0.70775 -6.48119 0.34493
Br -4.89271 -5.48437 7.76966
C -2.97462 -4.99143 7.98981
C -2.77964 -3.48943 8.06942
Br -3.15756 -2.72452 6.24020
H -2.35191 -5.55319 7.29357
H -2.71170 -5.33792 8.98926
H -1.78856 -3.13687 8.35502
H -3.56565 -3.09784 8.71513